1.
DFT (wB97M-V/def2-TZVPD) results for a 2-piece molecular cluster, C5H8ClI overall at a distorted geometry.

```
15
Properties=species:S:1:pos:R:3:forces:R:3
C 0.332 -0.533 -1.260 -0.368 -0.834 2.070
C 0.683 0.288 0.011 -2.264 -1.671 -0.475
C 1.717 -0.473 0.794 -1.811 -1.129 0.074
C -0.599 0.938 0.628 1.056 1.012 -0.221
C 0.357 1.700 0.177 -0.681 1.056 -0.030
Cl 0.826 3.348 -0.254 -0.320 -1.293 0.304
H -0.143 -1.513 -0.897 1.298 0.948 -0.414
H 1.242 -0.656 -1.803 0.339 -0.593 -0.870
H -0.480 -0.162 -1.830 -0.407 1.078 -0.819
H 1.944 0.009 1.698 0.576 0.778 1.207
H 2.533 -0.465 0.117 1.358 -0.613 -0.189
H 1.347 -1.521 1.072 0.669 1.329 -0.744
H -1.646 0.832 0.900 0.559 -0.066 0.106
I -4.196 -1.511 -0.233 0.251 0.977 0.874
H -3.918 -0.283 0.880 -0.257 -0.979 -0.871
```
Positions in Å, forces in eV/Å.

HOMO-LUMO gap ... 9.35 eV
SMILES string ... CC1(C)C=C1Cl.I
Multiplicity ... 1
Lowest unoccupied orbital energy ... 0.11 eV

2.
DFT (wB97M-V/def2-TZVPD) results for C4H6MgO4Sm as an isolated structure at a distorted geometry.

```
16
Properties=species:S:1:pos:R:3:forces:R:3
O -3.568 -1.287 -1.772 3.212 -1.444 -0.686
Mg -2.958 0.220 -0.845 0.111 -1.181 -0.611
O -0.034 -0.348 -2.271 -3.259 -0.924 0.150
C -0.892 -0.933 -1.457 1.394 -0.027 -0.333
C -0.624 -0.928 -0.103 -1.078 0.030 -0.197
O 0.615 -0.397 0.288 0.461 -0.356 0.319
C 0.663 0.726 1.177 -0.362 0.297 0.009
C 2.080 1.288 1.061 0.017 0.234 1.113
O 2.448 1.475 -0.267 1.153 3.327 4.162
Sm 1.884 0.268 -1.647 1.420 -2.950 -4.783
H -2.375 -1.868 -2.077 -3.360 2.786 1.571
H -1.119 -1.570 0.631 0.033 0.311 -0.287
H 0.400 0.409 2.196 0.178 0.102 -0.140
H -0.078 1.473 0.841 0.174 -0.189 0.047
H 2.768 0.583 1.572 -0.141 0.242 -0.181
H 2.106 2.231 1.641 0.049 -0.258 -0.153
```
Positions in Å, forces in eV/Å.

HOMO-LUMO gap (spin up / spin down) ... 4.53 / 6.47 eV
Multiplicity ... 7
⟨S²⟩ ... 12.49
Lowest unoccupied orbital energy (spin up / spin down) ... -1.11 / -0.99 eV

3.
DFT (wB97M-V/def2-TZVPD) results for a 2-piece molecular cluster, H2N2O overall at a distorted geometry.

```
5
Properties=species:S:1:pos:R:3:forces:R:3
N -0.435 -0.450 -0.617 -0.838 0.125 2.455
N 0.809 0.068 -0.233 0.319 0.592 0.946
O 0.713 -1.266 -0.387 0.781 -0.890 0.235
H -0.444 -0.350 -1.579 -0.279 0.351 -2.851
H 0.661 0.514 1.775 0.017 -0.178 -0.785
```
Positions in Å, forces in eV/Å.

HOMO-LUMO gap (spin up / spin down) ... 10.14 / 10.00 eV
Multiplicity ... 1
Lowest unoccupied orbital energy (spin up / spin down) ... -0.05 / -0.30 eV

4.
DFT (wB97M-V/def2-TZVPD) results for one molecule with the formula C4H8O2.

```
14
Properties=species:S:1:pos:R:3:forces:R:3
O 0.173 -1.296 -0.727 -0.265 0.119 0.344
C 0.366 0.146 -0.815 0.062 0.118 0.066
C -1.033 0.618 -0.380 -0.077 0.035 0.039
C -1.264 -0.529 0.552 0.086 -0.034 -0.268
O 1.085 -0.547 1.277 -0.092 -0.043 -0.065
C 1.378 0.409 0.331 0.069 0.139 -0.192
H 0.720 -1.403 0.215 -0.032 0.135 0.078
H 0.696 0.453 -1.814 -0.094 -0.080 0.234
H -1.746 0.588 -1.212 0.129 -0.024 0.122
H -1.048 1.604 0.096 0.041 -0.220 -0.037
H -1.887 -1.362 0.241 0.152 0.133 -0.010
H -1.139 -0.404 1.623 0.198 -0.080 -0.291
H 1.300 1.450 0.695 -0.015 -0.213 -0.092
H 2.399 0.274 -0.083 -0.161 0.015 0.073
```
Positions in Å, forces in eV/Å.

HOMO-LUMO gap (spin up / spin down) ... 7.71 / 7.70 eV
Multiplicity ... 1
Lowest unoccupied orbital energy (spin up / spin down) ... -0.92 / -0.92 eV

5.
DFT (wB97M-V/def2-TZVPD) results for a 7-piece molecular cluster, C24H50Cl12N7O2 overall at a distorted geometry.

```
95
Properties=species:S:1:pos:R:3:forces:R:3
C -0.335 1.862 5.111 0.120 0.402 -0.691
C -1.497 1.390 4.230 -0.332 0.042 0.610
C -1.600 -0.126 4.062 0.418 0.433 -0.562
C -0.529 -0.699 3.120 -0.724 0.059 0.694
N -0.778 -0.300 1.729 0.437 0.122 0.451
N -2.055 -0.708 1.236 0.566 -0.143 -0.637
C -2.326 -0.454 0.062 -0.325 0.360 0.506
O -2.681 -0.213 -1.012 0.001 -0.202 -0.148
C 0.271 -0.516 0.810 0.140 0.519 0.096
N 0.611 -1.720 0.440 -0.600 -0.174 0.048
C -0.008 -2.979 0.869 -0.019 -0.970 -0.598
C 0.479 -4.144 -0.020 0.415 -0.211 0.751
N 1.943 -4.216 -0.189 -0.587 0.996 -0.588
N 0.903 0.586 0.289 0.341 -1.299 -0.638
C 1.684 1.411 1.227 -1.395 1.145 1.422
N 0.763 2.252 2.009 0.295 -0.246 -0.619
C 1.433 0.424 -1.082 0.506 0.366 -0.399
C 2.952 0.388 -1.305 0.552 -0.060 0.179
C 3.645 -0.865 -0.780 0.002 -0.292 -0.172
N 3.899 -1.055 0.625 0.150 0.274 -0.404
O 3.963 -1.732 -1.549 -0.270 -0.129 0.059
H 0.628 1.463 4.776 -0.034 -0.103 0.082
H -0.471 1.659 6.167 -0.082 -0.305 0.043
H -0.256 2.949 5.015 0.024 -0.045 0.058
H -2.416 1.726 4.719 -0.019 -0.015 -0.013
H -1.480 1.903 3.268 0.176 -0.199 -0.041
H -1.466 -0.614 5.025 -0.106 -0.089 0.110
H -2.586 -0.384 3.670 0.030 -0.165 0.102
H -0.524 -1.784 3.262 0.216 -0.001 -0.222
H 0.429 -0.263 3.413 0.104 -0.129 -0.216
H 1.357 -1.857 -0.236 0.022 0.054 0.023
H 0.283 -3.217 1.891 0.005 0.316 0.067
H -1.092 -2.941 0.791 0.013 0.299 0.223
H 0.174 -5.043 0.521 -0.223 0.014 -0.159
H -0.025 -4.155 -0.986 0.120 0.076 -0.054
H 2.433 -3.601 0.455 0.142 -0.366 0.246
H 2.163 -3.851 -1.113 0.305 -0.384 -0.053
H 2.386 2.054 0.702 0.183 -0.561 -0.479
H 2.183 0.762 1.952 0.359 0.098 -0.244
H 0.255 2.827 1.342 -0.166 0.121 0.240
H 1.300 2.883 2.596 -0.039 -0.029 0.079
H 1.019 -0.474 -1.541 -0.168 0.120 0.051
H 1.041 1.245 -1.687 0.015 0.092 0.192
H 3.102 0.399 -2.385 -0.047 -0.096 0.008
H 3.489 1.262 -0.927 -0.305 0.081 0.135
H 3.066 -1.284 1.149 0.065 0.023 0.147
H 4.371 -0.257 1.034 -0.220 0.063 0.151
Cl -2.240 -0.097 7.920 0.072 -0.045 -0.115
C -3.198 1.132 8.782 -0.078 0.155 0.070
C -3.858 2.124 7.855 -0.175 0.008 0.088
Cl -2.693 3.201 7.026 -0.048 -0.082 0.256
H -2.534 1.626 9.487 0.034 0.024 -0.047
H -3.963 0.599 9.343 -0.033 0.009 -0.049
H -4.520 2.760 8.445 0.094 -0.068 -0.094
H -4.450 1.630 7.087 0.090 -0.032 -0.018
Cl 1.493 -5.252 -3.697 -0.036 0.085 0.069
C 2.875 -4.606 -4.631 0.065 -0.061 -0.050
C 3.024 -3.116 -4.475 0.141 -0.085 0.049
Cl 1.683 -2.212 -5.236 -0.074 0.058 0.073
H 2.737 -4.891 -5.669 -0.082 0.017 0.062
H 3.770 -5.101 -4.257 -0.010 0.028 0.054
H 3.944 -2.790 -4.958 -0.024 -0.032 -0.069
H 3.065 -2.826 -3.430 -0.011 0.013 -0.021
Cl -5.315 7.657 9.267 -0.020 -0.004 0.004
C -4.121 6.729 10.206 0.056 0.043 0.049
C -4.031 5.296 9.746 0.120 0.028 0.017
Cl -5.516 4.377 10.127 -0.039 0.043 0.045
H -4.395 6.793 11.256 -0.060 -0.015 -0.020
H -3.157 7.215 10.069 0.007 -0.032 -0.040
H -3.208 4.797 10.255 -0.023 0.019 0.042
H -3.863 5.235 8.674 -0.070 0.014 -0.018
Cl -2.069 4.648 2.508 0.042 0.027 0.016
C -3.737 4.027 2.369 -0.156 -0.108 -0.107
C -4.758 4.957 2.979 -0.022 0.028 -0.002
Cl -4.606 5.039 4.751 -0.001 0.016 -0.051
H -3.764 3.048 2.843 0.051 0.035 0.069
H -3.942 3.906 1.307 0.007 0.060 -0.005
H -5.757 4.586 2.759 0.019 -0.041 -0.006
H -4.670 5.967 2.587 0.067 -0.004 0.016
Cl 3.792 -4.416 -8.009 0.067 0.049 -0.050
C 2.400 -3.485 -8.632 -0.154 0.058 -0.035
C 2.488 -3.271 -10.121 -0.058 -0.047 0.026
Cl 3.823 -2.174 -10.557 0.017 0.027 0.011
H 2.358 -2.544 -8.092 0.086 0.001 -0.001
H 1.504 -4.058 -8.396 0.021 -0.040 -0.036
H 1.568 -2.815 -10.481 -0.003 0.015 0.033
H 2.638 -4.206 -10.653 0.071 0.007 0.000
Cl 2.680 -3.272 -16.819 -0.017 -0.017 0.002
C 2.224 -2.186 -15.483 -0.029 0.066 -0.016
C 3.042 -2.436 -14.242 0.037 0.151 0.048
Cl 2.672 -4.015 -13.500 -0.024 -0.070 -0.084
H 1.162 -2.318 -15.292 0.012 -0.065 0.000
H 2.392 -1.168 -15.829 0.047 -0.005 0.017
H 2.822 -1.675 -13.495 -0.031 -0.017 0.001
H 4.108 -2.411 -14.455 -0.006 -0.077 -0.023
```
Positions in Å, forces in eV/Å.

Charge ... +1
HOMO-LUMO gap ... 7.83 eV
Multiplicity ... 1
Lowest unoccupied orbital energy ... -3.96 eV

6.
DFT (wB97M-V/def2-TZVPD) results for C9H2Cl7O5Os as an isolated structure at a distorted geometry.

```
24
Properties=species:S:1:pos:R:3:forces:R:3
Os -0.057 -0.053 -0.489 -0.614 -0.048 -0.299
Cl -7.210 -0.426 0.800 -0.023 0.019 0.007
C -5.599 -0.078 0.360 -0.191 0.082 -0.015
C -4.606 -1.025 0.581 -0.114 -0.231 0.104
Cl -4.965 -2.540 1.289 -0.004 0.013 -0.001
C -3.312 -0.726 0.210 0.429 -0.162 0.011
Cl -2.031 -1.869 0.441 0.090 -0.145 0.077
C -2.981 0.488 -0.366 0.571 0.111 -0.160
O -1.717 0.788 -0.731 -0.335 -0.073 0.216
C -3.970 1.430 -0.591 -0.033 0.400 -0.170
Cl -3.517 2.914 -1.320 -0.116 -0.021 0.034
C -5.277 1.150 -0.229 -0.275 0.034 0.033
Cl -6.499 2.307 -0.507 -0.032 0.054 -0.013
O 1.824 0.889 2.991 0.365 0.034 0.304
C 1.283 0.544 2.024 -1.012 -0.020 -0.552
O 0.171 0.608 1.434 0.689 0.038 0.475
C 2.434 -0.591 0.867 -0.989 -0.029 -1.077
O 3.461 -0.869 1.320 0.617 -0.099 0.406
O 1.767 -0.807 -0.212 0.803 -0.025 0.782
Cl 0.764 1.937 -2.531 0.038 -0.011 -0.027
C 0.630 0.570 -3.617 -0.061 0.022 0.099
Cl -0.120 -0.859 -2.742 0.201 0.224 -0.081
H 1.612 0.262 -3.942 0.118 -0.135 -0.038
H -0.032 0.812 -4.434 -0.123 -0.032 -0.117
```
Positions in Å, forces in eV/Å.

Charge ... +1
HOMO-LUMO gap (spin up / spin down) ... 8.20 / 5.43 eV
Multiplicity ... 5
⟨S²⟩ ... 6.02
Lowest unoccupied orbital energy (spin up / spin down) ... -3.89 / -6.77 eV